[1]
{
  "formula": "C23H32N4O3PRuS5",
  "method": "the ωB97M-V functional and the def2-TZVPD basis",
  "symbols": ["Ru", "C", "C", "N", "N", "C", "S", "S", "C", "C", "C", "C", "C", "C", "C", "C", "C", "C", "C", "C", "C", "O", "H", "H", "H", "H", "H", "H", "H", "H", "H", "H", "H", "H", "H", "H", "C", "C", "O", "P", "S", "S", "O", "C", "C", "H", "H", "H", "H", "H", "H", "H", "H", "H", "H", "C", "N", "C", "S", "N", "C", "H", "H", "H", "H", "H", "H", "H", "H"],
  "xyz": [[-0.429924, -0.411448, -0.008641], [2.873986, 0.587233, -0.062285], [1.831903, 0.740834, 0.994360], [1.211309, -0.311637, 1.450970], [0.665934, -0.189107, 2.733639], [-0.306460, -0.984309, 2.945209], [-1.053048, -1.951163, 1.698295], [-0.986356, -1.169849, 4.570102], [-0.683873, 0.487320, 5.268490], [-1.951144, 1.295934, 5.280871], [-2.548408, 1.676779, 6.474521], [-3.728672, 2.411265, 6.474956], [-4.326563, 2.763662, 5.276257], [-3.740158, 2.371945, 4.077748], [-2.564278, 1.642742, 4.078639], [1.469397, 2.060426, 1.484176], [2.372764, 3.033523, 1.906416], [1.922926, 4.244197, 2.393369], [0.549342, 4.487110, 2.426306], [-0.355409, 3.552426, 1.967358], [0.082210, 2.312845, 1.471245], [-0.790847, 1.454601, 0.972297], [3.127269, -0.456109, -0.219466], [3.761756, 1.136929, 0.259905], [2.542800, 1.036603, -1.001457], [0.084909, 0.933323, 4.639376], [-0.286457, 0.354830, 6.273317], [-2.085357, 1.402587, 7.415211], [-4.180290, 2.704739, 7.413619], [-5.247195, 3.332671, 5.274663], [-4.207428, 2.632371, 3.135144], [-2.124853, 1.315460, 3.143619], [3.433799, 2.816987, 1.882267], [2.621398, 4.985213, 2.754742], [0.179427, 5.426477, 2.817841], [-1.418048, 3.755229, 2.000951], [1.992696, -1.367128, -5.925786], [1.887238, -0.221719, -4.945909], [1.916396, -0.712854, -3.585988], [0.597334, -0.884191, -2.726358], [0.954970, -2.072360, -1.178611], [-0.130328, 0.880825, -2.150148], [-0.362814, -1.579085, -3.797840], [-1.661950, -2.078744, -3.434908], [-2.348769, -2.535430, -4.698874], [1.946844, -0.983361, -6.945584], [1.174304, -2.068822, -5.779688], [2.935809, -1.896522, -5.794154], [0.979612, 0.364442, -5.102025], [2.744799, 0.445752, -5.021451], [-2.221781, -1.282544, -2.942334], [-1.528292, -2.900740, -2.728439], [-2.479665, -1.702079, -5.388515], [-3.329539, -2.942589, -4.453310], [-1.767926, -3.311102, -5.197214], [-5.935108, 1.980608, -0.981402], [-4.872332, 0.999665, -1.151217], [-3.608689, 1.054015, -0.676816], [-2.883011, -0.486926, -0.426373], [-2.966583, 2.170282, -0.417441], [-3.304526, 3.533595, -0.792290], [-6.851320, 1.527888, -1.351646], [-5.754843, 2.882490, -1.559026], [-6.083487, 2.241359, 0.068602], [-5.181208, 0.047987, -1.275741], [-2.042171, 2.029243, 0.025659], [-4.202615, 3.899881, -0.299755], [-3.419282, 3.629455, -1.872878], [-2.472069, 4.160847, -0.484313]],
  "atomic_forces_ev_per_a": [[-0.4, -0.2, 0.8], [-0.1, 0.0, -0.1], [0.1, 0.0, -0.1], [0.2, -0.2, -0.1], [0.0, 0.0, 0.0], [0.0, -0.2, 0.1], [0.2, 0.5, -0.2], [0.1, 0.0, -0.1], [0.0, -0.1, 0.0], [0.0, 0.0, 0.0], [0.0, 0.1, 0.0], [0.0, 0.0, 0.0], [0.0, 0.0, 0.0], [0.0, 0.0, 0.0], [0.0, 0.0, 0.0], [0.0, 0.0, 0.1], [0.0, 0.0, 0.0], [0.0, 0.0, 0.0], [0.1, 0.0, 0.0], [0.0, -0.1, 0.0], [0.0, 0.0, 0.0], [-0.3, -0.2, -0.3], [0.0, 0.0, 0.0], [0.0, 0.0, 0.0], [0.0, 0.0, 0.0], [0.0, 0.1, 0.1], [0.0, 0.0, 0.0], [0.0, 0.0, 0.0], [0.0, 0.0, 0.0], [0.0, 0.0, 0.0], [0.0, 0.0, 0.0], [0.0, 0.0, -0.1], [0.0, 0.0, 0.0], [0.0, 0.0, 0.0], [0.0, 0.0, 0.0], [-0.1, 0.0, 0.0], [0.0, 0.0, 0.0], [0.0, 0.1, 0.0], [0.1, -0.3, 0.1], [-0.1, 0.1, -0.7], [-0.8, 0.4, 0.3], [0.1, -0.1, 0.3], [0.2, 0.0, -0.1], [-0.1, 0.0, 0.0], [0.0, 0.0, 0.0], [0.0, 0.0, 0.0], [0.0, 0.0, 0.0], [0.0, 0.0, 0.0], [0.0, 0.0, 0.0], [0.0, 0.0, 0.0], [0.0, 0.0, 0.0], [0.0, 0.0, 0.0], [0.0, 0.0, 0.0], [0.0, 0.0, 0.0], [0.0, 0.0, 0.0], [0.0, 0.0, 0.1], [0.0, 0.0, -0.1], [0.1, -0.2, -0.2], [0.6, -0.3, 0.1], [0.1, 0.2, 0.0], [0.0, 0.0, -0.1], [0.0, 0.0, 0.0], [0.0, 0.0, 0.0], [0.0, 0.0, 0.0], [0.0, 0.0, 0.0], [0.0, -0.1, 0.2], [0.0, 0.0, 0.0], [0.0, 0.0, 0.0], [0.0, 0.0, 0.0]],
  "mulliken_charge": [-0.360, -1.718, 1.395, -0.808, -0.435, 0.530, -0.327, -0.189, -0.816, 0.410, -0.542, -0.601, -0.500, -0.802, 0.494, 0.483, -0.740, -0.871, -0.820, -0.590, 0.598, 0.625, 0.360, 0.539, 0.234, 0.267, 0.521, 0.352, 0.361, 0.388, 0.493, -0.052, 0.357, 0.390, 0.425, 0.446, -1.025, -0.296, -0.352, 1.071, -0.492, -0.439, -0.067, 0.197, -1.455, 0.360, 0.210, 0.302, 0.316, 0.368, -0.077, 0.309, 0.318, 0.415, 0.341, -0.975, -0.166, 0.531, -0.557, 0.849, -1.178, 0.373, 0.298, 0.292, 0.298, -0.362, 0.361, 0.366, 0.365],
  "mol_weight_g_mol": 704.913,
  "de_lowest_kcal_mol": 45.6,
  "s2": 0.76,
  "lumo_ev": [-0.36, -0.89],
  "total_charge": 0,
  "spin_multiplicity": 2,
  "orbital_gap_ev": [7.15, 6.52],
  "homo_energy_ev": [-7.5120, -7.4124]
}

[2]
{
  "formula": "C23H32N4O4S",
  "method": "the ωB97M-V functional and the def2-TZVPD basis",
  "symbols": ["C", "H", "O", "C", "H", "H", "C", "N", "C", "O", "C", "H", "C", "C", "O", "N", "C", "N", "C", "C", "S", "H", "H", "H", "H", "H", "H", "C", "C", "C", "C", "C", "C", "C", "H", "H", "C", "H", "H", "H", "H", "H", "H", "C", "O", "N", "H", "C", "C", "H", "H", "H", "C", "H", "H", "H", "C", "H", "H", "H", "H", "H", "H", "H"],
  "xyz": [[-3.014561, -3.905449, 0.461839], [-2.669172, -4.287354, 1.366501], [-1.691433, -3.431674, -0.241931], [-1.952287, -3.034838, -1.541379], [-2.744306, -2.386203, -1.664543], [-2.390847, -3.880378, -2.156270], [-0.750348, -2.567055, -1.815365], [-0.226577, -1.346996, -1.253360], [0.587216, -1.486351, -0.188432], [0.902330, -0.623536, 0.659991], [1.241644, -2.664845, 0.115508], [0.407832, -3.495040, 0.201360], [2.330828, -3.031093, 1.139906], [3.645037, -2.143364, 0.857428], [4.614213, -2.898248, 0.461846], [3.527330, -0.909989, 0.827604], [4.720660, -0.334084, 0.321109], [4.664574, 1.056131, 0.211923], [6.013963, 1.641887, -0.378275], [6.802766, 0.609885, -0.395124], [6.130257, -0.995422, -0.220491], [7.723396, 0.758060, -0.699114], [6.045132, 2.702429, -0.418744], [2.651721, -0.328477, 0.996563], [1.893552, -2.112906, 1.847250], [2.596496, -3.849124, 1.560044], [1.824150, -3.340195, -0.823921], [-0.770192, 0.103852, -1.382328], [-2.174215, 0.114527, -0.488875], [-3.104219, 0.799883, -1.142494], [-4.324187, 1.153594, -0.604758], [-4.561024, 0.536894, 0.609185], [-3.454189, -0.078498, 1.368358], [-2.304423, -0.447762, 0.673126], [-1.521899, -0.917707, 1.198846], [-3.571805, -0.296739, 2.388570], [-5.798858, 0.799845, 1.277399], [-5.971663, 0.082982, 2.508122], [-6.682075, 0.780996, 0.774619], [-5.946081, 1.914832, 1.994604], [-5.053668, 1.498635, -0.889670], [-3.148769, 1.286732, -1.980338], [-1.107791, -0.022827, -2.396559], [0.244287, 0.883369, -1.068598], [1.232119, 1.005239, -1.775943], [0.058432, 1.966724, -0.316894], [-0.853185, 1.772205, 0.280199], [0.873273, 3.003236, 0.172626], [1.924250, 2.723816, 0.887079], [2.468011, 2.133924, 0.431649], [2.455149, 3.511617, 1.397234], [1.541487, 2.027075, 1.725830], [1.461653, 3.954394, -1.189879], [1.942301, 3.135937, -1.594244], [0.568098, 4.199757, -1.579752], [1.933060, 4.826265, -0.566438], [-0.186114, 4.006411, 0.889420], [-1.097566, 4.400330, 0.422433], [0.419710, 5.043217, 1.298415], [-0.378911, 3.538722, 2.137192], [-0.709410, -2.131248, -3.088335], [0.121929, -3.252483, -1.902990], [-3.507843, -4.691009, -0.265635], [-3.899241, -3.082522, 0.566900]],
  "atomic_forces_ev_per_a": [[-1.0, 1.4, -4.2], [0.2, -0.7, 1.5], [-4.8, -1.7, 3.7], [-5.6, -4.7, 1.4], [-1.7, 2.3, 0.4], [1.3, 0.3, 0.2], [8.9, 5.3, -10.2], [0.3, 1.1, 2.9], [1.0, 2.4, 1.2], [-1.6, 1.7, -0.8], [2.4, -12.3, -3.5], [1.4, 1.5, 0.3], [-2.1, 14.3, 0.0], [-1.3, -11.8, -1.5], [-1.4, 2.9, 1.2], [2.1, 5.7, -0.7], [-2.0, 8.2, -0.2], [1.9, -1.6, -0.9], [-6.5, -2.7, 3.6], [-1.5, -1.6, -0.5], [2.1, -0.5, 0.1], [4.9, -0.2, -1.4], [0.4, 0.4, -0.3], [1.3, -1.1, -0.4], [0.8, -3.1, 0.4], [0.8, -5.8, 2.2], [-2.0, 2.4, 1.3], [-8.4, -10.3, 0.5], [5.3, 1.1, -6.3], [-3.6, 1.2, 2.4], [12.1, -9.6, 7.9], [3.2, 0.1, 2.9], [-2.0, 0.1, -3.1], [-1.7, 0.1, 4.9], [0.9, -0.6, 0.3], [-0.4, -0.5, 1.1], [-0.8, 1.6, 9.3], [0.5, 1.6, -4.2], [-2.4, -0.5, -1.6], [1.0, -2.8, -2.6], [-12.7, 7.2, -6.8], [2.1, 2.0, -5.6], [0.2, 1.4, -0.7], [7.3, 9.0, -0.5], [1.9, -2.2, -1.4], [-6.3, -1.9, 3.7], [2.5, 1.2, -1.1], [-7.9, 7.6, -6.5], [0.7, 0.3, 11.1], [6.2, -5.3, -4.5], [0.1, 0.4, -0.3], [0.6, 0.8, -0.3], [0.4, 0.0, 6.6], [1.8, -0.7, -1.7], [-2.7, 1.2, -2.1], [-0.3, -1.7, -2.0], [3.0, 1.1, 5.2], [0.3, -0.8, -0.1], [-1.4, -2.8, -1.5], [0.0, 1.1, -3.9], [-0.5, -1.6, 3.0], [-1.1, 0.1, 0.4], [1.2, 1.1, 1.6], [2.7, -1.4, -0.1]],
  "mulliken_charge": [-0.699, 0.281, -0.248, -0.292, 0.405, 0.556, -1.625, 0.590, 1.031, -0.928, -0.545, 0.349, -1.388, 0.813, -0.769, 0.171, 0.227, -0.417, -0.536, -0.472, -0.003, 0.542, 0.420, 0.139, 0.176, 0.750, 0.109, 0.811, -0.603, -0.708, -1.811, 1.470, -1.734, 0.650, 0.665, 0.391, -1.613, 0.230, 0.471, 0.257, 0.993, 0.752, 0.664, -0.280, -0.795, 0.289, 0.068, 1.237, -1.898, 0.799, 0.348, 0.203, -1.552, 0.499, 0.445, 0.355, -1.391, 0.335, 0.297, 0.264, 0.243, 0.544, 0.258, 0.211],
  "mol_weight_g_mol": 460.600,
  "de_lowest_kcal_mol": 532.1,
  "lumo_ev": 0.31,
  "total_charge": 0,
  "orbital_gap_ev": 8.83,
  "homo_energy_ev": -8.5214
}

[3]
{
  "formula": "C23H32N5P2PdS",
  "method": "the ωB97M-V functional and the def2-TZVPD basis",
  "symbols": ["Pd", "C", "P", "C", "N", "C", "C", "C", "C", "C", "C", "N", "C", "P", "C", "C", "C", "C", "C", "C", "C", "C", "C", "H", "H", "H", "H", "H", "H", "H", "H", "H", "H", "H", "H", "H", "H", "H", "H", "H", "H", "H", "H", "H", "H", "H", "H", "H", "H", "H", "H", "N", "C", "S", "C", "N", "C", "C", "C", "N", "H", "H", "H", "H"],
  "xyz": [[1.832027, 0.309192, 0.474661], [-1.646925, 3.497312, -0.121916], [-1.467085, 1.958186, 0.756196], [-2.279981, 0.535245, -0.024140], [-3.415444, 0.118519, -0.248070], [-3.804815, -1.115954, -0.819942], [-5.165362, -1.263192, -0.991771], [-5.691942, -2.442999, -1.526162], [-4.847307, -3.468436, -1.887011], [-3.468039, -3.319980, -1.721161], [-2.928239, -2.158348, -1.197706], [-1.518341, -2.174556, -1.128414], [-0.660179, -1.349797, -0.769343], [1.139673, -1.693221, -0.713915], [1.261402, -3.432965, -0.277146], [1.720863, -1.526918, -2.470249], [3.206338, -1.918828, -2.450146], [1.553812, -0.073798, -2.906363], [0.925433, -2.443219, -3.409769], [-1.728518, 2.086184, 2.547175], [-0.680859, 3.061391, 3.108536], [-1.596990, 0.676252, 3.141338], [-3.161020, 2.629037, 2.698438], [-2.689975, 3.814149, -0.061292], [-1.360749, 3.374796, -1.166037], [-1.013169, 4.251286, 0.348797], [-5.811367, -0.448274, -0.694820], [-6.762108, -2.551645, -1.637412], [-5.246755, -4.390587, -2.286694], [-2.787654, -4.116444, -1.990538], [0.722775, -3.990366, -1.042097], [0.813227, -3.622525, 0.697482], [2.307962, -3.732580, -0.251316], [3.756096, -1.422646, -1.644236], [3.664447, -1.624200, -3.396017], [3.344645, -2.994989, -2.344955], [2.116626, 0.617550, -2.274465], [0.505338, 0.236792, -2.923648], [1.940328, 0.039128, -3.920823], [1.109518, -3.498783, -3.209172], [1.242440, -2.255514, -4.437199], [-0.147870, -2.258629, -3.361200], [0.335706, 2.810099, 2.805867], [-0.717330, 3.005903, 4.197938], [-0.896531, 4.091898, 2.825211], [-0.653312, 0.193007, 2.879726], [-2.423006, 0.032221, 2.834626], [-1.632092, 0.759413, 4.228309], [-3.248585, 3.665535, 2.373324], [-3.414730, 2.593370, 3.759790], [-3.898764, 2.022756, 2.167127], [-0.935764, -0.004378, -0.292232], [-0.061784, 0.858406, 0.147259], [2.213726, 0.777741, 2.841976], [3.674662, 1.216781, 2.071200], [4.496051, 2.147619, 2.603936], [5.700983, 2.433941, 2.055972], [6.078144, 1.794798, 0.909669], [5.168365, 0.902673, 0.340053], [3.999935, 0.611213, 0.906637], [4.193600, 2.613708, 3.452967], [6.303429, 3.180291, 2.558000], [7.040276, 1.979945, 0.456638], [5.394763, 0.397436, -0.591473]],
  "atomic_forces_ev_per_a": [[-0.9, -0.4, -0.2], [0.1, 0.1, 0.0], [0.1, 0.6, -0.1], [0.5, 0.2, -0.3], [-0.4, -0.5, -0.1], [0.2, 0.7, 0.2], [-0.2, -0.2, 0.0], [-0.1, 0.2, 0.1], [0.2, -0.1, 0.0], [-0.2, -0.2, 0.0], [0.6, -0.1, -0.2], [-0.7, -0.3, 0.0], [0.2, 0.4, 0.2], [0.4, 1.2, -1.2], [0.1, 0.1, 0.5], [-0.1, -0.2, 0.0], [0.0, 0.0, -0.1], [0.0, 0.1, 0.0], [0.1, -0.1, 0.0], [0.2, -0.1, -0.1], [-0.1, 0.0, 0.1], [-0.1, 0.0, 0.0], [0.0, 0.0, 0.1], [0.0, 0.0, 0.0], [0.0, 0.0, 0.0], [0.0, 0.0, 0.0], [0.0, 0.0, 0.0], [0.0, 0.0, 0.0], [0.0, 0.0, 0.0], [0.0, 0.0, 0.0], [0.0, 0.0, 0.0], [0.0, 0.0, 0.0], [0.0, 0.0, 0.0], [0.0, 0.0, 0.0], [0.0, 0.0, 0.0], [0.0, 0.0, 0.0], [0.0, 0.0, 0.1], [0.0, 0.0, 0.0], [0.0, 0.0, 0.0], [0.0, 0.0, 0.0], [0.0, 0.0, 0.0], [0.0, 0.0, 0.0], [0.0, 0.0, 0.0], [0.0, 0.0, 0.0], [0.0, 0.0, 0.0], [0.0, 0.0, 0.0], [0.0, 0.0, 0.0], [0.0, 0.0, 0.0], [0.0, 0.0, 0.0], [0.0, 0.0, 0.0], [0.0, 0.0, 0.0], [-0.5, -0.7, -0.3], [0.3, -1.1, 1.2], [0.1, 0.7, -0.2], [-0.2, -0.1, 0.5], [0.4, -0.1, -0.3], [-0.1, 0.1, 0.1], [0.1, -0.1, 0.0], [-0.1, -0.2, -0.1], [0.0, 0.0, 0.3], [0.0, 0.0, 0.0], [0.0, 0.0, 0.0], [0.0, 0.0, 0.0], [0.0, 0.0, 0.0]],
  "mulliken_charge": [-0.805, -1.246, 0.829, 0.085, -0.372, 0.183, -0.259, -0.626, -0.787, -0.334, 0.010, -0.152, 0.141, 1.042, -1.280, 1.694, -1.747, -1.625, -1.671, 1.762, -1.622, -1.623, -1.742, 0.430, 0.477, 0.422, 0.504, 0.437, 0.436, 0.502, 0.410, 0.459, 0.416, 0.274, 0.493, 0.397, 0.234, 0.315, 0.584, 0.398, 0.480, 0.358, 0.308, 0.460, 0.437, 0.254, 0.415, 0.534, 0.450, 0.467, 0.427, 0.486, 0.138, -0.464, 0.691, 0.011, -0.051, -0.926, 0.258, -0.407, 0.286, 0.453, 0.432, 0.456],
  "mol_weight_g_mol": 578.979,
  "de_lowest_kcal_mol": 0.0,
  "lumo_ev": -10.56,
  "total_charge": 3,
  "orbital_gap_ev": 6.31,
  "homo_energy_ev": -16.8680
}